Entry 1:
Formula: C27H23CoN3O7
Source: the OMol25 dataset
Level of theory: wB97M-V/def2-TZVPD

Geometry (Å):
1 Co 1.22495 0.80239 -0.41911
2 O -1.33012 -6.02578 -0.84115
3 O 0.56738 -6.87562 -0.28667
4 O 0.52210 0.06626 1.33093
5 O 1.63679 2.72174 -1.41942
6 O 3.06069 1.28022 0.52691
7 O -0.05861 -0.05543 -1.92136
8 O 2.22012 -0.92191 -0.76981
9 N -0.12854 -5.95605 -0.66706
10 N -1.73982 1.48438 0.12893
11 N -0.61711 1.89743 -0.32524
12 C -3.29867 -0.92388 2.39741
13 C -0.73675 4.64141 -3.44254
14 C 0.47035 3.25889 -1.91971
15 C -1.94627 4.23953 -2.87230
16 C 2.40671 -3.23054 -0.36657
17 C -0.88550 -1.26194 2.60440
18 C -4.27603 0.74681 0.92747
19 C 3.50661 -0.42904 2.11953
20 C -0.64334 -0.22330 1.63182
21 C -1.80505 0.49275 1.04480
22 C 0.49240 -4.63171 -0.74732
23 C 1.82521 -4.46543 -0.33288
24 C 0.34757 -2.30583 -1.27908
25 C -5.69137 -0.69048 2.23605
26 C 2.61755 3.70370 -1.00148
27 C 1.68196 -2.08496 -0.80230
28 C 3.89427 0.55351 1.05929
29 C -0.73591 2.83663 -1.34387
30 C -3.13393 0.11678 1.45488
31 C -5.53581 0.34694 1.31706
32 C 0.47174 4.15359 -2.96991
33 C -0.22912 -3.58383 -1.23194
34 C -2.13636 -1.58156 2.96101
35 C -1.95013 3.33896 -1.83313
36 C -4.57789 -1.31611 2.77149
37 C -0.40127 -1.24337 -1.87055
38 C 5.32260 0.62605 0.63316
39 H 3.51803 3.15568 -0.76282
40 H -1.24324 -3.74660 -1.57733
41 H 2.80684 4.40720 -1.80585
42 H -6.40832 0.83918 0.90837
43 H -4.69388 -2.12024 3.48805
44 H 6.00271 0.52213 1.47784
45 H 2.84019 -1.16862 1.67150
46 H 2.25095 4.22783 -0.12025
47 H -2.30154 -2.35863 3.69924
48 H 4.36955 -0.92366 2.55858
49 H 5.52324 1.54158 0.08228
50 H -4.15253 1.54399 0.21031
51 H 5.49350 -0.22572 -0.03506
52 H 2.93301 0.08641 2.89112
53 H 3.43393 -3.09017 -0.05513
54 H -0.02266 -1.76045 3.02563
55 H -2.87990 4.63037 -3.25327
56 H -6.68328 -1.00686 2.52985
57 H -1.36139 -1.52066 -2.33258
58 H -0.73725 5.33573 -4.27260
59 H -2.87342 3.00509 -1.38493
60 H 1.40102 4.45956 -3.42968
61 H 2.37304 -5.33434 0.00497

The energy is -84793.126 eV. Its energy relative to the best compared isomer or geometry (same formula, charge and spin) is 48.5 kJ/mol. The spin multiplicity is 5. The orbital gap (spin up / spin down) is 6.9 / 5.1 eV. The net charge is +1. Its HOMO energy (spin up / spin down) is -0.404 / -0.406 Ha.

Mulliken atomic charge list, values in e, 2 entries:
1. Co 1.370
2. O -0.603

---

Entry 2:
Formula: C39H58N9OPRhS5
Source: the OMol25 dataset
Level of theory: wB97M-V/def2-TZVPD

Geometry (Å):
1 Rh -0.12774 -0.26445 0.70767
2 S -2.39512 4.31900 1.56042
3 S -2.29344 -0.01499 1.88637
4 S -4.75244 2.43766 1.63485
5 S -0.44697 2.25448 1.95372
6 S 0.50135 5.01537 1.37724
7 P -0.16843 -3.53377 -0.01414
8 O -0.40097 0.97323 -1.09242
9 N 0.87836 -0.80173 2.38262
10 N 1.11272 -4.30344 0.73232
11 N -2.75264 -0.49871 -1.42023
12 N -4.43762 -1.00332 -3.18236
13 N 0.01805 -2.00427 -0.19476
14 N -0.23418 -4.33998 -1.48358
15 N 1.86095 0.45871 -1.21234
16 N 1.67857 -0.00312 0.03294
17 N -1.60866 -4.06280 0.68319
18 C -0.19802 -5.88791 -3.92554
19 C 3.08668 -0.75270 3.28035
20 C 4.05660 0.20985 0.56381
21 C -2.20536 -6.12477 1.92134
22 C 2.60119 -1.20659 4.49631
23 C 1.21284 -5.76062 0.81871
24 C -3.05732 -1.17332 -3.76609
25 C 0.41484 -1.24482 3.54901
26 C 3.35296 -5.58876 2.16236
27 C 1.05037 -5.71693 -3.06209
28 C -3.18009 -5.39058 2.85610
29 C -1.42235 -4.41334 -2.32156
30 C -3.21253 -3.88593 2.53683
31 C -0.70491 3.93919 1.56443
32 C -2.15182 -5.42801 0.56739
33 C 2.33075 -3.56342 1.09915
34 C 0.79909 2.41086 -5.70035
35 C 0.99595 -4.40789 -2.28109
36 C -3.01987 2.67828 1.69561
37 C -3.60508 -1.57522 -0.94486
38 C -3.52043 0.70906 -1.66795
39 C 1.76309 1.49977 -5.28566
40 C -0.17619 2.84578 -4.81210
41 C -4.63535 -1.96140 -2.03796
42 C 0.76998 1.45118 -3.09418
43 C 1.24762 -1.46818 4.62675
44 C -2.04560 -0.89372 -2.62652
45 C 1.75441 1.02400 -3.98208
46 C -1.45971 -5.73850 -3.07672
47 C -2.09966 1.70431 1.82854
48 C -5.08099 2.00372 3.36108
49 C 2.63776 -0.12223 0.88650
50 C 1.92697 -6.17890 2.09752
51 C 0.71426 0.92341 -1.71018
52 C -4.63708 0.41565 -2.70641
53 C 2.21295 -0.57469 2.22029
54 C -1.87328 -3.42453 1.98569
55 C -0.19530 2.36179 -3.51252
56 C 3.53818 -4.48973 1.11371
57 H -6.15338 1.82872 3.44044
58 H -2.97671 -2.43008 -0.69160
59 H 3.52898 -5.16382 3.15350
60 H 3.27211 -1.34937 5.33290
61 H 4.45658 0.92701 1.28381
62 H -0.20118 -5.12100 -4.70922
63 H -1.52574 -6.56281 -2.35984
64 H -4.18287 -5.80922 2.75203
65 H -5.66869 -1.85968 -1.71012
66 H 4.43589 -3.90434 1.32640
67 H 0.81489 2.79086 -6.71460
68 H -0.91131 3.57466 -5.12884
69 H -4.59398 1.06080 -3.58127
70 H 4.10289 -6.36795 2.02514
71 H -2.31120 -4.27650 -1.70375
72 H -1.08226 -3.66403 2.71468
73 H 1.95257 -7.26920 2.14904
74 H 4.11476 0.63317 -0.43281
75 H -2.35604 -5.78201 -3.70200
76 H -4.54204 1.09562 3.62606
77 H 0.21822 -6.19352 0.79455
78 H 1.33423 -5.83784 2.95058
79 H -0.18654 -6.85419 -4.43289
80 H 2.47262 -2.75388 0.38492
81 H 1.95221 -5.73624 -3.67858
82 H 2.22671 -3.12253 2.09568
83 H -4.48573 -2.96514 -2.43376
84 H 1.12196 -6.54936 -2.35519
85 H -3.46589 -3.29853 3.42084
86 H 4.67828 -0.69066 0.60283
87 H -2.97279 -0.46743 -4.59087
88 H 1.74407 -6.16986 -0.05042
89 H -2.50084 -7.16786 1.79436
90 H -0.65613 -1.37844 3.61930
91 H -1.44214 -1.76297 -2.38929
92 H -1.86578 -2.34926 1.83976
93 H 4.13824 -0.54334 3.14020
94 H -5.63670 0.46447 -2.27777
95 H -1.56561 -5.98772 -0.15720
96 H -2.88487 -5.54963 3.89475
97 H -1.20081 -6.13259 2.35268
98 H -5.12459 -1.20637 -3.90340
99 H -0.93513 2.70702 -2.80076
100 H -2.99794 -2.18793 -4.16025
101 H -4.80003 2.82437 4.01683
102 H -3.98440 -3.67095 1.79114
103 H 3.68188 -4.92293 0.11964
104 H -3.16987 -5.37768 0.15734
105 H -4.10647 -1.24333 -0.03739
106 H 1.85432 -4.31437 -1.61858
107 H 2.50368 0.32277 -3.64120
108 H 1.03657 -3.55662 -2.97626
109 H -1.40482 -3.60655 -3.07086
110 H 2.52609 1.16574 -5.97675
111 H -2.83705 1.47286 -2.03130
112 H -3.95767 1.05614 -0.73125
113 H 0.82393 -1.82975 5.55310
114 H -1.37261 -0.09329 -2.91873

The energy is -123311.457 eV. The orbital gap is 6.4 eV. The net charge is +1. Its HOMO energy is -0.345 Ha.

Mulliken atomic charge list, values in e, 2 entries:
1. Rh 0.601
2. S -0.191

---

Entry 3:
Formula: C4H6S2
Source: the OMol25 dataset
Level of theory: wB97M-V/def2-TZVPD

Geometry (Å):
1 S 0.66624 -0.90647 1.52140
2 S -0.40453 0.70346 -0.77594
3 C -0.75236 -0.95208 -1.32228
4 C -0.73703 -1.27060 -2.56426
5 C 0.32063 0.51883 0.76986
6 C 0.59906 1.86655 1.44069
7 H -0.41109 2.17366 1.90627
8 H -0.42457 -0.55324 -3.34895
9 H 1.31871 1.79315 2.22613
10 H 0.86076 2.68857 0.75358
11 H -1.09537 -1.56351 -0.53768
12 H -1.01750 -2.26677 -2.87083

The energy is -25914.549 eV. Its energy relative to the best compared isomer or geometry (same formula, charge and spin) is 71.6 kJ/mol. As for the SMILES: C=CSC(C)=S. The orbital gap is 8.5 eV. The net charge is 0. Its HOMO energy is -0.317 Ha.

Mulliken atomic charge list, values in e, 2 entries:
1. S -0.273
2. S -0.095

---

Entry 4:
Formula: C30H78F6N4O14PRb2
Source: the OMol25 dataset
Level of theory: wB97M-V/def2-TZVPD

Geometry (Å):
1 Rb 1.04924 -2.05954 -3.44194
2 Rb -3.48141 -1.81754 -2.31828
3 P -0.43164 -0.11728 -0.64465
4 F -0.71478 -1.65669 -0.15514
5 F 1.02136 -0.65039 -1.02990
6 F -1.87737 0.35598 -0.19568
7 F -1.00753 -0.40336 -2.08748
8 F 0.06322 1.39002 -0.96699
9 F 0.12874 0.35252 0.81476
10 O 2.85563 -1.05981 1.04043
11 O 5.25362 0.67324 -2.19501
12 O -2.02413 2.72450 -1.80561
13 O -3.86393 -2.64739 0.37891
14 O 4.20464 -0.24843 3.74727
15 O -2.50900 -7.26794 -2.11854
16 O -2.70428 -1.56201 3.55033
17 O -6.11711 -6.11646 3.75242
18 O -0.35636 5.32714 -1.34329
19 O 3.23127 4.30870 0.40200
20 O 0.30590 3.20622 -3.63654
21 O 5.94248 1.93956 -6.81986
22 O -0.03074 5.01708 3.72042
23 O -1.83181 3.58088 -5.52511
24 N 2.58094 3.72721 3.36665
25 N 3.83845 1.42263 -4.90862
26 N -1.86362 -4.35690 -0.68736
27 N -3.97554 -4.24701 4.60848
28 C 6.19120 1.66486 -1.89042
29 C -1.06670 5.79474 4.37233
30 C -3.52311 -3.80606 1.07525
31 C 3.01058 3.00901 0.99198
32 C -2.88621 -4.92407 0.17412
33 C 3.92671 1.21424 -2.41064
34 C -4.97356 -4.91455 5.52158
35 C -1.57855 -0.79450 3.07961
36 C 2.94427 4.28831 -1.02287
37 C 1.31103 3.22687 3.74662
38 C 3.69787 2.45990 -5.99666
39 C -1.58444 -6.32063 -2.57615
40 C -4.90341 -1.83526 0.85997
41 C -2.08747 3.64083 -0.76257
42 C 7.18663 2.43964 -7.18821
43 C 3.24607 -1.26999 3.56548
44 C 0.50772 4.12220 4.66324
45 C 5.06288 3.01524 -6.29565
46 C -0.72800 4.32267 -0.43138
47 C -6.29554 -5.04960 4.72572
48 C 3.86694 2.12622 -3.63892
49 C -3.15262 -3.30107 5.38790
50 C 0.25854 4.23864 -4.66278
51 C -1.23941 4.62483 -4.85780
52 C 2.28969 -0.97059 2.44099
53 C -1.06126 -5.40146 -1.31728
54 C 3.41346 3.04232 2.45479
55 C -7.09838 -7.12581 3.74635
56 C -2.84028 -8.21524 -3.06903
57 C -2.15997 -2.41935 4.52783
58 H 2.00115 2.60201 0.93286
59 H 0.75545 3.91090 -5.57589
60 H 3.72210 -2.21360 3.29885
61 H 7.29158 2.92049 -8.16076
62 H 2.53419 4.70595 3.12172
63 H 3.83674 4.03788 -1.59635
64 H 3.68380 2.31234 0.49246
65 H 5.93300 2.56526 -1.33300
66 H 2.95801 3.21177 -5.72208
67 H 3.27821 1.93404 -6.85425
68 H 1.12294 4.62266 5.41099
69 H 0.10569 3.71432 -0.08071
70 H -5.29343 -4.17296 6.25359
71 H -2.82774 4.44042 -0.78993
72 H -1.28981 5.54744 -5.43603
73 H -1.56128 -1.92322 5.29172
74 H 1.69542 -0.05963 2.51235
75 H 3.72527 2.07123 2.83932
76 H -4.52366 -1.25830 1.70318
77 H 2.14251 3.62234 -1.34187
78 H 3.24083 0.38798 -2.59762
79 H -1.45582 -3.07965 4.02159
80 H -1.67652 2.81155 -4.97229
81 H -0.08472 3.59973 -2.85285
82 H -2.31694 2.90716 0.01020
83 H -1.08794 4.94443 0.38835
84 H -5.71040 -2.52215 1.11504
85 H 5.42017 3.42739 -5.35195
86 H -6.56929 -4.18303 4.12387
87 H -2.14788 -5.60490 -3.17478
88 H -4.38636 -4.17265 1.63071
89 H -1.77933 5.15029 4.88705
90 H 3.01307 2.80089 -3.57696
91 H 2.10239 -0.91000 0.46442
92 H -0.26623 3.58277 5.20924
93 H -1.69352 6.41567 3.73229
94 H 4.68785 0.89860 -5.06363
95 H -7.92962 -6.76007 3.14354
96 H -1.00199 -0.28566 3.85212
97 H -0.82902 -1.20610 2.40369
98 H -3.71625 -2.58796 5.98948
99 H 0.65146 3.06297 2.89445
100 H -2.51829 -3.96531 5.97484
101 H 1.64850 2.34863 4.29700
102 H 6.53233 1.92574 -2.89225
103 H -3.68486 -8.79533 -2.69718
104 H -6.58891 -7.88940 3.15858
105 H -2.76608 -3.47523 1.78628
106 H 0.80610 5.09410 -4.26721
107 H 7.93554 1.64816 -7.15995
108 H 1.64512 -1.84759 2.38168
109 H -0.78617 -6.09467 -0.52235
110 H -4.28733 -3.89573 3.71433
111 H 2.75054 -1.45522 4.51849
112 H -0.62102 6.47559 5.09752
113 H 3.63950 1.78882 -1.53003
114 H 4.35858 3.58097 2.38631
115 H 0.11725 6.01411 -0.86857
116 H -1.28327 -3.80147 -0.07515
117 H -4.44674 -5.68594 6.08330
118 H -1.80324 4.88827 -3.96292
119 H 4.96040 3.73627 -7.10665
120 H -3.65699 -5.42891 -0.40823
121 H 4.68878 -0.03189 2.94708
122 H -0.74065 -6.77810 -3.09271
123 H -3.06412 -7.89735 -4.08733
124 H 2.55008 5.26545 -1.30202
125 H 4.67430 2.85756 -3.60149
126 H -7.22212 -5.17897 5.28501
127 H 7.51400 3.24632 -6.53232
128 H -2.45128 -5.70638 0.79615
129 H -5.26319 -1.19132 0.05747
130 H -0.18169 -4.78447 -1.50106
131 H -1.29028 2.13740 -1.60972
132 H -2.08000 -8.99438 -3.12397
133 H -1.93935 0.10861 2.58735
134 H -7.39469 -7.38703 4.76226
135 H 7.07475 1.20276 -1.45009

The energy is -93896.284 eV. The orbital gap is 6.0 eV. The net charge is +1. Its HOMO energy is -0.351 Ha.

Mulliken atomic charge list, values in e, 2 entries:
1. Rb 1.009
2. Rb 0.886

---

Entry 5:
Formula: C10H14BClN6O4Pd
Source: the OMol25 dataset
Level of theory: wB97M-V/def2-TZVPD

Geometry (Å):
1 Pd -2.10904 0.44558 -2.32908
2 Cl -1.47611 -5.70269 -0.58536
3 O -0.59696 -5.11174 0.51530
4 O -0.49802 -2.40453 0.57084
5 O -2.69164 -4.86038 -0.70320
6 O -1.82457 -7.09168 -0.22016
7 N 1.43403 1.84752 1.00404
8 N 0.62412 -0.01374 -1.36915
9 N -1.39269 1.06389 -0.62146
10 N 1.09581 0.61524 1.50501
11 N 1.26840 1.19487 -1.35410
12 N -0.71478 2.25603 -0.32267
13 C 1.82507 0.43203 2.60858
14 C -2.86980 2.83228 -0.51592
15 C -1.33702 -2.47149 1.65776
16 C 2.26636 -0.02328 -2.90689
17 C -1.59459 3.29571 -0.28783
18 C 1.25558 -0.77705 -2.27432
19 C 2.36657 2.43554 1.78517
20 C -2.74781 1.39301 -0.72109
21 C 2.65226 1.55884 2.83670
22 C 2.24635 1.22740 -2.28979
23 B 0.83034 2.29447 -0.35371
24 H 2.91649 -0.33607 -3.70459
25 H -2.00172 -3.35081 1.70803
26 H 3.34916 1.70335 3.63301
27 H 2.83510 2.12632 -2.42579
28 H -0.54078 -3.37481 0.48977
29 H 0.93176 -1.79370 -2.44233
30 H -1.96977 -1.58302 1.55860
31 H -3.49671 0.67723 -0.39193
32 H -0.74593 -2.44027 2.58107
33 H 1.75172 -0.48361 3.19245
34 H 2.74917 3.40472 1.52548
35 H 1.22412 3.35569 -0.70862
36 H -1.21346 4.29157 -0.08942
37 H -3.80103 3.36757 -0.55439

The energy is -44374.762 eV. The spin multiplicity is 5. The orbital gap (spin up / spin down) is 8.1 / 4.2 eV. The net charge is +2. Its HOMO energy (spin up / spin down) is -0.542 / -0.542 Ha.

Mulliken atomic charge list, values in e, 2 entries:
1. Pd 0.677
2. Cl 1.172

---

Entry 6:
Formula: C2H6N6
Source: the OMol25 dataset
Level of theory: wB97M-V/def2-TZVPD

Geometry (Å):
1 N -0.09217 -0.84504 0.91087
2 N -0.89743 -1.15527 1.91731
3 N -0.35435 0.98724 -0.81936
4 N -1.97876 -0.49059 1.87224
5 N 1.06749 -1.57432 0.69208
6 N -1.93581 0.29187 0.69067
7 C -0.67180 0.22206 0.09448
8 C 0.87257 1.06084 -1.48618
9 H 0.88158 -2.05759 -0.13307
10 H 1.86900 -0.95217 0.65931
11 H -2.42171 1.11606 0.66811
12 H 1.41651 0.06906 -1.56582
13 H 1.54474 1.78724 -0.97263
14 H 0.70015 1.54060 -2.52800

The energy is -11108.529 eV. Its energy relative to the best compared isomer or geometry (same formula, charge and spin) is 170.7 kJ/mol. As for the SMILES: C/N=c1/[nH]nnn1N. The orbital gap is 9.3 eV. The net charge is 0. Its HOMO energy is -0.315 Ha.

Mulliken atomic charge list, values in e, 2 entries:
1. N 0.737
2. N -0.234

---

Q: Which formula does entry 4 have?
A: C30H78F6N4O14PRb2

---

Q: What is the energy in the second record?
A: -123311.457 eV

---

Q: Look up the energy of the fourth one.
A: -93896.284 eV